1.
{"formula": "C20H22FN5O9P2S2SeV", "method": "wB97M-V/def2-TZVPD", "species": ["V", "O", "P", "O", "O", "O", "P", "O", "O", "O", "H", "H", "F", "C", "C", "C", "C", "C", "C", "H", "H", "H", "H", "C", "N", "C", "C", "N", "C", "C", "Se", "H", "H", "H", "H", "H", "H", "H", "H", "N", "C", "C", "C", "C", "C", "C", "S", "O", "O", "N", "C", "S", "C", "C", "N", "H", "H", "H", "H", "H", "H", "H", "H"], "positions_angstrom": [[-1.24, 0.18, 0.49], [-0.03, -0.50, 4.20], [-1.22, -0.73, 3.17], [-2.35, -1.36, 3.84], [-1.46, 0.58, 2.39], [-0.59, -1.69, 1.98], [0.94, -1.51, 1.33], [1.90, -1.74, 2.61], [1.16, -2.56, 0.33], [0.95, -0.03, 1.05], [0.86, -0.49, 3.81], [2.08, -2.68, 2.72], [-7.10, -1.35, -0.94], [-5.83, -0.98, -0.62], [-5.16, -0.11, -1.45], [-3.87, 0.26, -1.11], [-3.23, -0.21, 0.04], [-3.96, -1.09, 0.85], [-5.26, -1.48, 0.53], [-5.64, 0.25, -2.35], [-3.35, 0.94, -1.78], [-3.54, -1.49, 1.76], [-5.82, -2.16, 1.16], [-0.08, 2.83, 4.73], [1.12, 2.40, 4.05], [2.00, 1.44, 4.50], [2.89, 1.22, 3.51], [2.55, 2.05, 2.47], [3.18, 2.06, 1.16], [1.46, 2.79, 2.80], [0.62, 4.03, 1.74], [0.06, 2.70, 5.80], [-0.93, 2.25, 4.38], [-0.25, 3.88, 4.50], [1.89, 0.98, 5.47], [3.72, 0.54, 3.45], [4.20, 1.72, 1.27], [3.16, 3.08, 0.77], [2.62, 1.41, 0.49], [4.42, -2.79, -4.87], [3.18, -2.45, -4.33], [2.78, -2.98, -3.10], [1.53, -2.68, -2.57], [0.67, -1.85, -3.28], [1.05, -1.34, -4.51], [2.30, -1.64, -5.04], [-0.91, -1.45, -2.59], [-1.68, -0.88, -3.66], [-1.37, -2.60, -1.88], [-0.58, -0.31, -1.47], [-0.64, 1.01, -1.80], [-0.17, 1.88, -3.22], [-0.59, 3.36, -2.43], [-1.03, 3.12, -1.17], [-1.07, 1.80, -0.83], [5.11, -3.06, -4.19], [4.79, -2.12, -5.53], [3.45, -3.62, -2.54], [1.23, -3.05, -1.60], [0.36, -0.72, -5.07], [2.59, -1.24, -6.00], [-0.50, 4.31, -2.93], [-1.36, 3.86, -0.46]], "relative_energy_ev": 1.8402, "e_tot_ha": -6651.12248, "molar_mass_g_mol": 751.41, "total_charge": -1, "multiplicity": 3, "homo_ev": [-5.06, -5.06], "orbital_gap_ha": [0.271, 0.271], "e_lumo_ha": [0.0851, 0.0850]}

***

2.
{"formula": "C3H4O3", "method": "wB97M-V/def2-TZVPD", "species": ["O", "C", "C", "O", "C", "O", "H", "H", "H", "H"], "positions_angstrom": [[-1.74, 0.82, -0.58], [-0.52, 0.36, -0.63], [-0.07, -0.86, 0.06], [-0.21, -1.58, -0.99], [1.44, 0.75, 0.70], [1.36, -0.51, 0.56], [-2.20, 0.49, 0.21], [0.06, 0.71, -1.47], [-0.57, -1.14, 1.01], [2.45, 0.96, 1.12]], "relative_energy_ev": 5.7807, "e_tot_ha": -342.24350, "molar_mass_g_mol": 88.06, "homo_ev": -8.74, "orbital_gap_ha": 0.330, "e_lumo_ha": 0.0085}

***

3.
{"formula": "C6H12N2O", "method": "wB97M-V/def2-TZVPD", "species": ["C", "C", "C", "C", "C", "N", "N", "H", "H", "H", "H", "H", "H", "H", "H", "C", "O", "H", "H", "H", "H"], "positions_angstrom": [[0.26, 1.01, -0.22], [0.31, 2.34, 0.57], [0.92, -0.18, 0.22], [1.35, -1.34, -0.52], [1.90, -1.50, 1.60], [1.32, -0.32, 1.50], [1.98, -2.13, 0.39], [-0.79, 0.79, -0.54], [0.49, 1.42, -1.22], [1.29, 2.42, 1.06], [1.31, -1.69, -1.54], [2.30, -1.97, 2.48], [2.08, -3.13, 0.23], [-0.33, 2.42, 1.43], [0.17, 3.19, -0.08], [-3.37, 0.56, -0.76], [-3.17, 0.85, -2.14], [-2.25, 0.89, -2.31], [-2.47, 0.74, -0.14], [-4.22, 1.12, -0.40], [-3.47, -0.52, -0.62]], "relative_energy_ev": 1.0849, "e_tot_ha": -420.22235, "molar_mass_g_mol": 128.17, "total_charge": 1, "multiplicity": 2, "homo_ev": [-13.23, -13.23], "orbital_gap_ha": [0.336, 0.192], "e_lumo_ha": [-0.1504, -0.2942]}

***

4.
{"formula": "C30H35N3O2P2SV", "method": "wB97M-V/def2-TZVPD", "species": ["V", "C", "O", "C", "O", "N", "N", "H", "H", "H", "H", "H", "H", "C", "S", "C", "C", "C", "N", "P", "C", "C", "C", "C", "C", "C", "C", "C", "C", "C", "C", "C", "P", "C", "C", "C", "C", "C", "C", "C", "C", "C", "C", "C", "C", "H", "H", "H", "H", "H", "H", "H", "H", "H", "H", "H", "H", "H", "H", "H", "H", "H", "H", "H", "H", "H", "H", "H", "H", "H", "H", "H", "H", "H"], "positions_angstrom": [[-1.53, 0.74, 1.12], [-3.68, 1.64, 5.25], [-3.29, 2.65, 4.25], [-2.73, 2.29, 3.16], [-2.48, 1.09, 2.84], [-2.41, 3.28, 2.32], [-1.86, 2.90, 1.08], [-3.98, 2.22, 6.11], [-2.82, 1.02, 5.47], [-4.51, 1.07, 4.85], [-2.65, 4.25, 2.51], [-0.98, 3.39, 0.93], [-2.49, 3.18, 0.32], [1.42, -5.68, -2.19], [0.99, -3.93, -2.34], [2.30, -3.19, -1.33], [1.93, -1.74, -1.02], [0.73, -1.66, -0.09], [0.16, -0.27, -0.03], [0.82, 0.96, 1.00], [1.91, 0.21, 2.16], [1.38, -0.44, 3.28], [2.22, -1.06, 4.18], [3.60, -1.02, 3.97], [4.13, -0.36, 2.87], [3.29, 0.26, 1.96], [1.61, 2.25, 0.06], [1.78, 3.48, 0.72], [2.42, 4.52, 0.06], [2.87, 4.34, -1.24], [2.70, 3.12, -1.89], [2.07, 2.07, -1.24], [-1.09, 0.22, -1.12], [-0.74, 0.31, -2.85], [-0.58, 1.56, -3.45], [-0.30, 1.61, -4.81], [-0.18, 0.43, -5.54], [-0.35, -0.81, -4.93], [-0.64, -0.88, -3.58], [-2.36, -1.00, -0.70], [-2.41, -1.46, 0.64], [-3.55, -2.10, 1.11], [-4.63, -2.29, 0.28], [-4.59, -1.83, -1.04], [-3.47, -1.17, -1.52], [0.68, -6.23, -2.77], [1.37, -6.00, -1.15], [2.41, -5.87, -2.60], [3.24, -3.21, -1.87], [2.42, -3.77, -0.41], [1.71, -1.22, -1.95], [2.79, -1.23, -0.56], [0.99, -1.97, 0.93], [-0.06, -2.32, -0.45], [0.30, -0.45, 3.46], [1.83, -1.57, 5.05], [4.26, -1.50, 4.68], [5.20, -0.32, 2.72], [3.71, 0.79, 1.11], [1.47, 3.60, 1.75], [2.57, 5.46, 0.56], [3.37, 5.15, -1.75], [3.07, 2.99, -2.90], [1.95, 1.12, -1.74], [-0.67, 2.47, -2.88], [-0.18, 2.57, -5.30], [0.03, 0.48, -6.60], [-0.26, -1.71, -5.51], [-0.77, -1.85, -3.11], [-1.50, -1.52, 1.25], [-3.56, -2.50, 2.12], [-5.51, -2.80, 0.64], [-5.44, -2.00, -1.69], [-3.46, -0.80, -2.54]], "e_tot_ha": -3502.91939, "molar_mass_g_mol": 614.59, "total_charge": 3, "multiplicity": 3, "homo_ev": [-15.16, -15.16], "orbital_gap_ha": [0.197, 0.214], "e_lumo_ha": [-0.3597, -0.3429]}